[1]
The following is a quantum chemistry calculation of a molecular structure, C4H13N2, from the OMol25 dataset.

The geometry in XYZ format:
```
19
Properties=species:S:1:pos:R:3:forces:R:3
C 1.8174 1.5451 -0.8829 -0.49 -0.56 -0.19
N 0.3336 1.6844 -1.0362 0.67 0.33 -0.22
H 2.3661 2.3521 -1.3530 0.01 0.26 0.25
H 2.0243 1.4160 0.1748 0.26 0.29 0.01
H 2.1030 0.6276 -1.3873 0.08 -0.13 -0.01
H 0.1163 1.7103 -2.0288 -0.17 -0.14 0.00
H 0.0492 2.5953 -0.6795 -0.10 -0.13 0.10
H -0.2003 0.6811 -0.3473 -0.34 0.19 0.27
C 0.6084 -1.8017 1.6274 0.10 0.61 -0.47
C 0.0905 -1.3694 0.4860 -0.05 -0.64 0.38
N -0.7496 -0.2013 0.3871 0.30 -0.10 -0.12
C -2.0659 -0.4722 -0.2428 -0.05 -0.28 0.18
H 0.4763 -1.2305 2.5396 -0.06 -0.19 0.11
H 1.2614 -2.6606 1.6462 -0.07 -0.06 0.04
H 0.2006 -1.9036 -0.4465 0.08 0.01 -0.11
H -0.8572 0.1583 1.3330 -0.19 0.22 -0.09
H -2.5377 0.4743 -0.4921 -0.06 -0.03 -0.11
H -1.8980 -1.0857 -1.1254 0.00 0.24 -0.17
H -2.7171 -1.0528 0.4090 0.07 0.12 0.15
```
Forces are in eV/Å.

Computed properties:
Frontier orbital gap, eV: 10.948
Max |F|, hartree/bohr: 0.015
Charge: +1
LUMO energy, eV: -2.89

=====

[2]
The following is a quantum chemistry calculation of a gas-phase ion, C4H13N2 (charge +2) in a non-equilibrium geometry, from the OMol25 dataset.

The geometry in XYZ format:
```
19
Properties=species:S:1:pos:R:3:forces:R:3
N 1.5001 1.5313 -1.2698 -1.05 0.33 -0.77
C 0.1970 1.3920 -0.5209 -0.56 -0.61 1.51
C -0.6031 0.1021 -0.8585 0.79 1.36 -2.74
N 0.1022 -1.0735 -0.4093 -2.63 -1.32 1.27
C -0.1142 -1.5781 0.9386 1.27 0.85 -0.18
C -1.0814 -0.8373 1.8650 -0.02 -0.27 -1.17
H 1.7465 0.6424 -1.6834 0.57 -0.37 -0.12
H 2.2413 1.8561 -0.6589 0.39 0.10 0.15
H 1.4278 2.1880 -2.0602 0.01 0.02 0.18
H 0.4888 1.3180 0.5281 -0.04 0.16 0.00
H -0.4207 2.2824 -0.5944 0.11 0.06 -0.42
H -0.7083 0.0408 -1.9592 0.59 -0.11 0.18
H -1.6795 0.1745 -0.6729 0.21 -0.17 1.29
H 0.2053 -1.8100 -1.1101 0.57 0.08 -0.04
H 0.9249 -1.5258 1.3559 0.04 0.01 0.22
H -0.2228 -2.6714 0.9336 -0.17 0.03 -0.35
H -2.0652 -1.2457 1.6177 -0.10 -0.16 0.62
H -0.7448 -1.0153 2.8783 -0.42 -0.05 0.21
H -1.1937 0.2294 1.6803 0.43 0.07 0.13
```
Forces are in eV/Å.

Computed properties:
Frontier orbital gap (spin up / spin down), eV: 12.760 / 8.718
Max |F|, hartree/bohr: 0.062
Charge: +2
LUMO energy (spin up / spin down), eV: -7.47 / -12.24
Spin multiplicity: 2

=====

How do the records compare in ΔE to the lowest compared entry with this formula, charge and spin? In the order shown, they have 1.479, 0.719 eV.
How do the records compare in electronic energy? In the order shown, they have -269.446350, -268.979956 Ha.